C37H69F10NO11S9 | ωB97M-V/def2-TZVPD

Each atom is followed by the atoms it is bonded to, with distances in Å.
Cartesian coordinates (Å):
1 C 0.15 1.88 3.83  O2 1.428, H37 1.088, H38 1.089, H39 1.088
2 O 1.17 0.90 3.68  C1 1.428, C3 1.413
3 C 1.36 0.56 2.32  O2 1.413, C4 1.528, H40 1.098, H41 1.096
4 C 2.36 -0.59 2.18  C3 1.528, C5 1.536, H42 1.087, H43 1.091
5 C 3.32 -0.43 0.99  C4 1.536, C6 1.534, H44 1.087, H45 1.090
6 C 2.75 -0.97 -0.32  C5 1.534, C7 1.533, H46 1.088, H47 1.090
7 C 1.82 0.04 -1.01  C6 1.533, C8 1.500, H48 1.086, H49 1.097
8 C 1.43 -0.26 -2.43  C7 1.500, C9 1.340, C35 1.504
9 C 1.26 0.66 -3.39  C8 1.340, C10 1.482, C16 1.494
10 C 1.51 2.11 -3.21  C9 1.482, C11 1.395, C15 1.398
11 C 2.78 2.62 -2.96  C10 1.395, C12 1.390, H50 1.079
12 C 2.90 4.00 -2.81  C11 1.390, C13 1.389, H51 1.082
13 C 1.78 4.81 -2.92  C12 1.389, N14 1.336, H52 1.082
14 N 0.56 4.34 -3.16  C13 1.336, C15 1.329
15 C 0.45 3.02 -3.29  C10 1.398, N14 1.329, H53 1.085
16 C 0.80 0.23 -4.74  C9 1.494, O17 1.200, C18 1.491
17 O 1.18 0.74 -5.76  C16 1.200
18 C -0.16 -0.91 -4.71  C16 1.491, F19 1.331, C20 1.324
19 F -1.09 -0.96 -5.67  C18 1.331
20 C -0.03 -1.85 -3.78  C18 1.324, C21 1.500, C35 1.497
21 C -0.90 -3.05 -3.59  C20 1.500, C22 1.524, H54 1.085, H55 1.092
22 C -2.38 -2.72 -3.44  C21 1.524, C23 1.521, H56 1.084, H57 1.087
23 C -2.75 -2.19 -2.07  C22 1.521, F24 1.352, F25 1.378, C26 1.546
24 F -3.40 -1.01 -2.12  C23 1.352
25 F -1.62 -1.96 -1.32  C23 1.378
26 C -3.54 -3.17 -1.16  C23 1.546, F27 1.337, F28 1.341, S29 1.895
27 F -3.65 -2.63 0.06  C26 1.337
28 F -2.84 -4.30 -1.05  C26 1.341
29 S -5.30 -3.63 -1.69  C26 1.895, F30 1.585, F31 1.579, F32 1.585, F33 1.590, F34 1.578
30 F -4.78 -4.90 -2.49  S29 1.585
31 F -5.27 -2.79 -3.03  S29 1.579
32 F -5.88 -2.37 -0.92  S29 1.585
33 F -5.40 -4.50 -0.36  S29 1.590
34 F -6.78 -4.07 -2.04  S29 1.578
35 C 1.13 -1.67 -2.85  C8 1.504, C20 1.497, O36 1.201
36 O 1.77 -2.63 -2.51  C35 1.201
37 H -0.12 2.31 2.86  C1 1.088
38 H -0.71 1.39 4.28  C1 1.089
39 H 0.52 2.67 4.47  C1 1.088
40 H 0.41 0.27 1.87  C3 1.098
41 H 1.72 1.43 1.76  C3 1.096
42 H 2.93 -0.68 3.10  C4 1.087
43 H 1.79 -1.52 2.07  C4 1.091
44 H 4.21 -1.01 1.21  C5 1.087
45 H 3.59 0.62 0.86  C5 1.090
46 H 3.53 -1.31 -0.99  C6 1.088
47 H 2.16 -1.86 -0.10  C6 1.090
48 H 2.23 1.05 -0.96  C7 1.086
49 H 0.88 0.07 -0.45  C7 1.097
50 H 3.63 1.96 -2.89  C11 1.079
51 H 3.87 4.43 -2.59  C12 1.082
52 H 1.88 5.88 -2.80  C13 1.082
53 H -0.55 2.64 -3.48  C15 1.085
54 H -0.53 -3.64 -2.76  C21 1.085
55 H -0.80 -3.70 -4.47  C21 1.092
56 H -2.74 -2.03 -4.19  C22 1.084
57 H -2.93 -3.64 -3.62  C22 1.087
58 C -4.38 4.07 5.65  S59 1.797, H62 1.088, H63 1.090, H64 1.090
59 S -3.31 3.47 6.97  C58 1.797, O60 1.488, C61 1.793
60 O -2.08 4.31 6.95  S59 1.488
61 C -2.91 1.91 6.19  S59 1.793, H65 1.088, H66 1.090, H67 1.088
62 H -4.71 5.07 5.93  C58 1.088
63 H -3.82 4.11 4.72  C58 1.090
64 H -5.24 3.41 5.56  C58 1.090
65 H -2.45 2.09 5.22  C61 1.088
66 H -3.81 1.31 6.08  C61 1.090
67 H -2.21 1.38 6.84  C61 1.088
68 C -5.92 -3.53 -7.66  S69 1.787, H72 1.088, H73 1.091, H74 1.091
69 S -5.27 -3.91 -6.04  C68 1.787, O70 1.490, C71 1.795
70 O -3.91 -3.30 -5.95  S69 1.490
71 C -5.03 -5.66 -6.35  S69 1.795, H75 1.090, H76 1.090, H77 1.089
72 H -6.11 -2.46 -7.69  C68 1.088
73 H -5.19 -3.80 -8.42  C68 1.091
74 H -6.85 -4.08 -7.79  C68 1.091
75 H -4.36 -5.79 -7.20  C71 1.090
76 H -6.00 -6.12 -6.55  C71 1.090
77 H -4.59 -6.11 -5.46  C71 1.089
78 C 5.40 2.19 6.29  S79 1.799, H82 1.088, H83 1.090, H84 1.090
79 S 4.63 0.56 6.23  C78 1.799, O80 1.481, C81 1.798
80 O 4.05 0.42 4.87  S79 1.481
81 C 3.27 0.96 7.33  S79 1.798, H85 1.090, H86 1.090, H87 1.088
82 H 6.26 2.18 5.62  C78 1.088
83 H 4.68 2.94 5.96  C78 1.090
84 H 5.73 2.40 7.31  C78 1.090
85 H 2.70 1.80 6.92  C81 1.090
86 H 3.66 1.20 8.32  C81 1.090
87 H 2.63 0.08 7.39  C81 1.088
88 C 7.15 -1.02 -3.82  S89 1.796, H92 1.088, H93 1.090, H94 1.090
89 S 6.79 0.74 -3.94  C88 1.796, O90 1.485, C91 1.796
90 O 5.58 0.97 -3.12  S89 1.485
91 C 6.25 0.71 -5.65  S89 1.796, H95 1.090, H96 1.090, H97 1.088
92 H 7.46 -1.22 -2.80  C88 1.088
93 H 6.26 -1.59 -4.05  C88 1.090
94 H 7.96 -1.27 -4.51  C88 1.090
95 H 5.42 0.01 -5.76  C91 1.090
96 H 7.09 0.41 -6.29  C91 1.090
97 H 5.93 1.71 -5.91  C91 1.088
98 C -1.92 5.11 10.32  S99 1.793, H102 1.087, H103 1.091, H104 1.090
99 S -0.79 3.72 10.38  C98 1.793, O100 1.487, C101 1.799
100 O -1.54 2.57 10.97  S99 1.487
101 C 0.26 4.37 11.69  S99 1.799, H105 1.090, H106 1.090, H107 1.088
102 H -2.68 4.88 9.59  C98 1.087
103 H -2.37 5.25 11.31  C98 1.091
104 H -1.37 6.00 10.01  C98 1.090
105 H -0.33 4.57 12.58  C101 1.090
106 H 0.74 5.29 11.34  C101 1.090
107 H 1.02 3.63 11.90  C101 1.088
108 C 8.49 -3.43 0.99  S109 1.798, H112 1.088, H113 1.090, H114 1.090
109 S 6.82 -3.34 1.64  C108 1.798, O110 1.484, C111 1.797
110 O 6.18 -2.16 1.01  S109 1.484
111 C 7.29 -2.84 3.30  S109 1.797, H115 1.090, H116 1.090, H117 1.088
112 H 8.42 -3.69 -0.06  C108 1.088
113 H 8.98 -2.47 1.11  C108 1.090
114 H 9.04 -4.21 1.52  C108 1.090
115 H 7.86 -1.91 3.25  C111 1.090
116 H 7.87 -3.63 3.77  C111 1.090
117 H 6.37 -2.67 3.87  C111 1.088
118 C 2.47 6.97 2.28  S119 1.798, H122 1.088, H123 1.090, H124 1.090
119 S 0.79 6.45 2.66  C118 1.798, O120 1.483, C121 1.798
120 O 0.61 5.10 2.06  S119 1.483
121 C -0.02 7.62 1.56  S119 1.798, H125 1.090, H126 1.090, H127 1.088
122 H 3.15 6.32 2.83  C118 1.088
123 H 2.65 6.86 1.21  C118 1.090
124 H 2.61 8.00 2.60  C118 1.090
125 H 0.33 7.47 0.54  C121 1.090
126 H 0.19 8.64 1.90  C121 1.090
127 H -1.09 7.43 1.61  C121 1.088
128 C -10.68 -5.48 -9.41  S129 1.795, H132 1.088, H133 1.090, H134 1.090
129 S -9.99 -5.84 -7.79  C128 1.795, O130 1.489, C131 1.795
130 O -8.64 -5.20 -7.75  S129 1.489
131 C -9.71 -7.59 -8.08  S129 1.795, H135 1.090, H136 1.090, H137 1.088
132 H -10.88 -4.41 -9.45  C128 1.088
133 H -9.96 -5.75 -10.18  C128 1.090
134 H -11.61 -6.03 -9.53  C128 1.090
135 H -9.06 -7.72 -8.95  C131 1.090
136 H -10.67 -8.08 -8.25  C131 1.090
137 H -9.24 -8.00 -7.20  C131 1.088

As for the total energy: -188183.2601 eV. Its LUMO energy is -0.001 Ha. As for the charge: 0. The frontier orbital gap is 8.41 eV. Its HOMO energy is -8.449 eV. The multiplicity is 1.

Results of the Löwdin charge analysis, in e, for atoms 1 through 5: number 1, C, carries -0.090; number 2, O, carries -0.192; number 3, C, carries -0.250; number 4, C, carries -0.157; number 5, C, carries -0.183